(1)
Computed, not measured: a 17-piece molecular cluster, C51H136O17 overall at a distorted geometry, with ωB97M-V/def2-TZVPD.

```
204
Properties=species:S:1:pos:R:3:lowdin_charge:R:1
O -3.19612 -4.22593 -1.80499 -0.0855
O 2.24013 -2.55140 0.21586 -0.0920
O -4.98185 -5.11931 1.78296 -0.0613
O -5.37120 1.77397 0.52581 -0.1046
O -4.32764 -1.76984 -1.84703 -0.0689
O 2.44218 4.61959 -1.46178 -0.0717
O -2.71714 2.30907 0.52301 -0.1139
O 2.98796 -0.79711 -1.70070 -0.0937
O 4.07318 -0.45151 4.14642 -0.1010
O 1.03252 3.00873 -5.11344 -0.0827
O -0.19751 3.53033 -2.47343 -0.1003
O 1.94582 -1.42233 2.81462 -0.0862
O 2.91221 3.85503 1.20380 -0.0989
O 4.27917 2.32273 2.99166 -0.1048
O -5.81448 -0.85930 0.08917 -0.1110
O -0.88961 1.34729 -1.18549 -0.1042
O 2.97040 -2.67690 -3.95688 -0.0514
C 4.19387 -3.77692 0.96835 -0.0475
C 1.74839 4.55957 1.75192 -0.4433
C -1.66748 5.14233 -1.35631 -0.0479
C -2.66025 -1.25443 -3.59058 -0.0321
C -1.48664 -4.31390 -0.26189 -0.0567
C 6.26087 3.45138 2.40152 -0.0404
C -6.71548 -1.72609 2.22648 -0.0424
C 6.11715 -0.99202 2.98192 -0.0335
C 0.02991 0.32990 -0.67389 -0.3932
C -4.14597 -1.40331 -3.22644 -0.4357
C 1.92261 6.04193 1.97770 -0.0459
C 1.43757 3.80420 3.04173 -0.0559
C -3.44113 -6.81195 2.48557 -0.0376
C 1.18931 -1.88164 5.03195 -0.0480
C 2.15107 -4.97924 0.06641 -0.0486
C 5.78665 2.81825 4.84388 -0.0442
C -0.67555 -0.91552 -0.13452 -0.0329
C -1.42500 4.32803 -2.58596 -0.4415
C -4.76030 -5.45036 4.26199 -0.0590
C 1.95727 5.95164 -3.43467 -0.0594
C -1.97988 2.13525 2.86061 -0.0409
C -7.41972 2.14311 -0.62892 -0.0490
C 2.97981 5.20638 -2.65072 -0.4981
C -1.71237 -6.04847 -2.08249 -0.0389
C -3.22829 4.14726 2.07656 -0.0528
C 1.85534 -4.33810 -5.10732 -0.0452
C 4.40696 0.58187 -0.08166 -0.0346
C 3.04810 -3.71951 0.01759 -0.4521
C -2.27590 3.04472 1.67381 -0.4838
C -0.41653 1.12983 -5.29912 -0.0689
C 5.08637 -0.08187 -2.49113 -0.0388
C 0.60383 -2.90979 -3.45086 -0.0344
C -4.76033 -6.01075 2.83947 -0.4899
C 0.93517 1.66827 -5.63226 -0.4808
C 3.66691 4.12716 -3.45669 -0.0500
C -4.98363 -0.16155 -3.46489 -0.0356
C 4.31854 -0.45453 -1.19999 -0.4271
C 0.76574 -1.67372 3.58818 -0.4739
C -5.93539 2.37698 -0.65156 -0.4469
C 0.87121 0.96022 0.41287 -0.0264
C 2.03257 0.85667 -5.02653 -0.0711
C -2.57865 3.41087 -2.79244 -0.0549
C -4.30593 -0.95154 2.08045 -0.0544
C 5.99628 -1.22272 5.50703 -0.0365
C -5.46343 -1.55855 1.37303 -0.4420
C 5.25179 -1.30753 4.20138 -0.4320
C -5.66302 3.87331 -0.46392 -0.0486
C 0.11773 -2.91245 3.04471 -0.0608
C -2.39529 -5.19234 -1.04081 -0.4427
C 1.92111 -3.60203 -3.77302 -0.5109
C 5.22564 3.25377 3.49934 -0.4754
H 6.28317 3.66777 5.33982 0.0895
H 0.37172 4.00370 3.40311 0.0897
H -2.35670 2.90485 -3.74995 0.0859
H 3.00591 1.37765 -5.08988 0.0836
H 2.91297 3.98161 0.25598 0.0406
H 6.97850 -1.65795 2.91772 0.0881
H 6.50279 2.02169 4.81060 0.0540
H -4.00617 -4.67275 -2.10787 0.1141
H -3.47982 4.80339 1.22413 0.0731
H -1.98231 -3.74149 0.49808 0.0785
H 2.71961 -5.91955 -0.13441 0.0946
H -2.60705 5.72762 -1.39492 0.0985
H 1.71873 6.95545 -2.92206 0.1094
H -0.39514 2.73814 -1.93898 0.0401
H -3.86561 -2.59021 -1.64073 0.0502
H -0.59389 1.28952 -4.25635 0.0482
H 2.91510 3.35011 -3.73625 0.0644
H -0.15032 -3.69647 -3.33862 0.0531
H 0.28986 -1.96457 5.61788 0.0712
H -2.62978 -1.06948 -4.65276 0.0749
H 0.65709 -0.00869 -1.50676 0.1214
H 5.76639 3.33803 1.47959 0.0536
H 0.96590 6.34593 2.42261 0.0843
H 4.79093 -1.40733 -0.93378 0.1182
H 0.41621 -2.26074 -4.35379 0.1026
H -1.07813 -1.47475 -0.93279 0.0323
H 2.62660 -1.27627 -0.94996 0.0244
H -1.87068 4.50043 -0.50212 0.0486
H -5.94550 4.17660 0.53350 0.0823
H -2.75493 4.75134 2.86913 0.0883
H 6.77459 4.42791 2.44269 0.0916
H -5.57807 -6.76282 2.82181 0.1323
H -1.18271 -6.84149 -1.57723 0.0742
H 1.45496 1.83501 0.04279 0.0917
H 6.62044 -0.37598 5.58929 0.0599
H -4.47569 -2.11356 -3.91265 0.1098
H 0.65113 -2.38206 -2.49100 0.0687
H 3.86083 2.73489 2.19950 0.0488
H -0.58854 0.04315 -5.44393 0.0766
H -5.98080 -0.21972 -3.02160 0.0851
H 3.67102 5.96162 -2.34559 0.1232
H -1.25479 1.66304 -5.82406 0.0997
H -3.08953 -7.39526 3.33631 0.0711
H 4.45080 3.58387 -2.87940 0.0803
H 2.24566 6.61846 1.06989 0.0953
H 1.76028 -1.01737 5.44586 0.0913
H 5.44546 0.83866 0.13419 0.0859
H -0.84417 5.74923 -1.05269 0.0705
H 0.15801 1.26375 1.18461 0.0610
H 2.20421 -0.15954 -5.42233 0.0822
H 5.00060 -0.96261 -3.17444 0.0845
H 1.36529 -4.90628 -0.66690 0.0402
H 3.79439 -3.87065 1.98899 0.0888
H -2.08203 -0.52814 -3.04929 0.0640
H -2.16558 -2.24027 -3.42080 0.0725
H -6.19444 4.49655 -1.19398 0.0900
H 1.76815 -2.82329 5.09183 0.0953
H -4.13402 3.72012 2.52219 0.0858
H -7.94824 2.80172 -0.00316 0.0665
H -7.63786 1.10385 -0.35955 0.0810
H -2.95295 1.62180 3.06557 0.0815
H 5.02348 2.49573 5.54065 0.0776
H -5.57839 0.81592 0.27400 0.0635
H 2.68662 6.20377 2.73750 0.0729
H -4.47239 -6.19549 5.00007 0.0784
H -1.47349 -0.78844 0.62228 0.0828
H -3.80376 -1.67068 2.77737 0.0965
H -1.70992 2.66196 3.76271 0.0726
H -2.93948 -5.71039 -0.30049 0.1047
H 2.11372 3.95466 3.88571 0.0779
H 3.87697 1.45178 -0.44195 0.0710
H -4.62305 4.10622 -0.63287 0.0387
H 1.87235 0.56444 -3.98928 0.0698
H 4.87298 -2.92871 0.86674 0.0642
H -5.65529 -4.42192 1.95746 0.0870
H -0.89811 -5.55284 -2.70168 0.0861
H 1.53246 0.24056 0.86832 0.0566
H 1.60496 -3.61781 -5.86268 0.0745
H 3.91472 0.27884 0.83830 0.0627
H -3.58380 -0.64487 1.28406 0.0795
H 1.22933 -5.20754 -5.10826 0.0636
H 6.59842 -2.13553 5.49312 0.0945
H 2.01031 -2.38028 1.15901 0.0629
H -1.29731 1.33073 2.56793 0.0561
H -6.43100 -2.35310 3.05467 0.0654
H -5.19938 -2.53933 1.02543 0.1056
H -2.64270 -6.07705 2.21431 0.0774
H -2.58283 2.68844 -1.99761 0.0540
H -5.73425 -5.05265 4.46953 0.0628
H 2.89286 -4.74857 -5.24966 0.0994
H -3.73196 -7.39694 1.61096 0.0707
H -1.32785 5.05235 -3.41888 0.1461
H 5.58286 -1.17696 2.05081 0.0537
H -5.18723 -1.08207 -0.65430 0.0501
H 2.93444 -2.10034 -3.19981 0.0257
H 4.76394 -4.70199 0.86271 0.0872
H 7.02012 2.70618 2.50612 0.0644
H 6.14532 -0.01754 -2.26819 0.0722
H -1.39254 3.56879 1.34558 0.1066
H -0.99573 -3.63868 -0.98954 0.0727
H 2.62351 -0.98440 3.36357 0.0448
H 6.44804 0.02786 2.99186 0.0663
H -3.55076 3.89062 -2.92309 0.0911
H 4.16040 4.52725 -4.36753 0.0928
H 2.23558 6.26045 -4.45518 0.0889
H -5.07218 -0.03575 -4.55391 0.0904
H 1.11052 1.67869 -6.72258 0.1432
H -4.09701 -4.60419 4.45439 0.0748
H 2.20927 -4.26566 -3.00748 0.1016
H -3.69404 1.98446 0.62069 0.0979
H 0.96583 4.31404 0.99613 0.1303
H 0.61233 3.05279 -4.22326 0.0536
H 0.08335 -1.58087 0.31347 0.0564
H 1.55680 4.36266 -1.80484 0.0679
H 4.36836 0.47483 3.88725 0.0891
H -5.50056 1.97402 -1.57646 0.1216
H 0.77843 -3.75911 3.18432 0.0771
H -0.67048 -4.98236 0.09431 0.0849
H 1.03699 5.34562 -3.62489 0.0682
H 3.43737 -3.68299 -1.02051 0.1387
H -4.60668 -0.07338 2.68858 0.0847
H -2.48830 -6.41111 -2.79932 0.0945
H -7.91087 2.21249 -1.57560 0.0751
H 5.38513 -1.22113 6.33184 0.0532
H 1.61608 -5.19029 1.00070 0.0717
H 4.66356 0.80023 -2.99553 0.0731
H -1.63830 1.57922 -0.56856 0.0614
H 4.84735 -2.30525 4.09822 0.1273
H -4.44371 0.71293 -3.07270 0.0698
H -7.55150 -2.10084 1.65610 0.0784
H 0.03065 -0.86169 3.47136 0.1328
H -6.99849 -0.71088 2.62323 0.1033
H 1.38646 2.72669 2.84050 0.0706
H -0.05903 -2.87000 1.92911 0.0663
H 4.66265 4.23422 3.56869 0.1406
H -0.84371 -3.14314 3.48449 0.0781
```

Values from the calculation:
spin multiplicity = 1
ΔE to the lowest compared entry with this formula, charge and spin = 3.8 kcal per mole
strongest force on any atom = 2.8 eV/Å
charge = 0
HOMO-LUMO gap = 9.76 eV
HOMO energy = -9.4 eV

(2)
Computed, not measured: a single C4H7NO molecule, with ωB97M-V/def2-TZVPD.

```
13
Properties=species:S:1:pos:R:3:lowdin_charge:R:1
O -2.03612 -2.21667 0.03379 0.0208
N 0.51264 0.37276 0.44008 -0.2322
C -1.32456 -1.27027 -0.23222 -0.3056
C -0.42256 -0.62980 0.72210 -0.1383
C 1.65616 0.35466 -0.41751 -0.0605
C -0.65824 1.07644 0.34794 -0.0101
H -1.36667 -0.75532 -1.21281 0.1193
H -0.25135 -1.18981 1.66010 0.1417
H -1.10012 1.54231 1.21914 0.0867
H 2.20238 1.28875 -0.26439 0.0866
H 1.42158 0.23369 -1.48418 0.0853
H 2.27733 -0.48212 -0.08761 0.0930
H -0.91337 1.57346 -0.61343 0.1134
```

Values from the calculation:
spin multiplicity = 1
ΔE to the lowest compared entry with this formula, charge and spin = 83.1 kcal per mole
strongest force on any atom = 1.0 eV/Å
charge = 0
HOMO-LUMO gap = 9.84 eV
HOMO energy = -9.0 eV
SMILES = CN1C[C@H]1C=O

(3)
Computed, not measured: a 2-piece molecular cluster, C2H4NPS overall at a distorted geometry, with ωB97M-V/def2-TZVPD.

```
9
Properties=species:S:1:pos:R:3:lowdin_charge:R:1
S 2.60417 -2.13220 1.21589 0.0327
P 2.22310 -0.34866 1.84904 0.3157
N 0.57157 -0.19175 1.53836 -0.3789
C -0.94319 0.64932 -1.41649 0.0613
C -0.23380 0.19848 0.63948 -0.1059
H -0.79615 1.65091 -1.24720 -0.0380
H -0.19399 0.11074 -1.99984 0.0022
H -1.28129 0.05025 0.84139 0.0262
H -1.95041 0.01290 -1.42063 0.0848
```

Values from the calculation:
spin multiplicity = 1
ΔE to the lowest compared entry with this formula, charge and spin = 84.1 kcal per mole
strongest force on any atom = 5.4 eV/Å
charge = 0
HOMO-LUMO gap (spin up / spin down) = 7.36 / 7.36 eV
HOMO energy (spin up / spin down) = -8.4 / -8.4 eV